No. 1
{"formula": "C15H25NO3", "method": "ωB97M-V with the def2-TZVPD basis set", "gap_ha": 0.344, "largest_force_ev_per_a": 0.6, "smiles": "CCOc1cccc(OCCCNCCCOC)c1", "e_homo_ev": -8.50, "e_above_lowest_ev": 3.0482, "species": ["C", "C", "O", "C", "C", "C", "C", "C", "O", "C", "C", "C", "N", "C", "C", "C", "O", "C", "C", "H", "H", "H", "H", "H", "H", "H", "H", "H", "H", "H", "H", "H", "H", "H", "H", "H", "H", "H", "H", "H", "H", "H", "H", "H"], "positions_angstrom": [[-5.81141, -3.35420, -0.35658], [-5.61688, -1.87739, -0.05005], [-4.26081, -1.56366, -0.29776], [-3.83294, -0.28853, -0.10549], [-4.62936, 0.76578, 0.33529], [-4.06644, 2.01924, 0.48885], [-2.73146, 2.25659, 0.21712], [-1.93327, 1.20485, -0.22344], [-0.60806, 1.30263, -0.52404], [0.04075, 2.54909, -0.37444], [1.51152, 2.39200, -0.75568], [2.29375, 1.51239, 0.21848], [2.02538, 0.10769, -0.02659], [2.46157, -0.77903, 1.03498], [3.98078, -0.96157, 1.03408], [4.45706, -1.54298, -0.29945], [5.84979, -1.76046, -0.37265], [6.61621, -0.59430, -0.52546], [-2.48936, -0.05889, -0.38008], [-6.84506, -3.63664, -0.17831], [-5.55969, -3.55282, -1.39462], [-5.16224, -3.95233, 0.27678], [-6.26907, -1.26817, -0.69150], [-5.86676, -1.67224, 1.00047], [-5.67434, 0.62426, 0.55830], [-4.68609, 2.83548, 0.83016], [-2.33200, 3.24909, 0.34792], [-0.04055, 2.89429, 0.66646], [-0.43037, 3.29663, -1.02835], [1.95655, 3.38771, -0.78408], [1.57492, 1.95035, -1.75033], [3.36488, 1.68707, 0.07084], [2.04872, 1.80803, 1.25680], [1.02809, -0.00427, -0.17737], [2.15136, -0.41608, 2.03309], [1.99087, -1.75097, 0.86802], [4.26417, -1.63591, 1.84406], [4.46261, 0.00029, 1.21274], [4.00962, -2.52944, -0.44591], [4.12701, -0.88400, -1.11402], [6.61207, 0.02634, 0.37806], [7.63593, -0.92037, -0.72410], [6.25596, 0.00830, -1.36894], [-1.87345, -0.87383, -0.72323]], "mulliken_charge": [-1.42, -0.27, -0.34, 0.60, -0.54, -0.93, -0.61, 0.58, -0.22, -0.61, -1.15, -0.43, -0.12, -0.80, -0.56, -0.40, -0.37, -0.66, -0.33, 0.42, 0.33, 0.33, 0.37, 0.37, 0.38, 0.34, 0.38, 0.46, 0.45, 0.45, 0.29, 0.35, 0.28, 0.16, 0.36, 0.47, 0.30, 0.26, 0.25, 0.33, 0.27, 0.26, 0.29, 0.44]}



No. 2
{"formula": "C15H26BeBrCaCl2F6N5O12P", "method": "ωB97M-V with the def2-TZVPD basis set", "gap_ha": 0.041, "largest_force_ev_per_a": 4.3, "charge": -1, "e_homo_ev": -4.23, "species": ["C", "C", "C", "Br", "N", "C", "C", "N", "C", "C", "C", "C", "N", "O", "H", "H", "H", "H", "H", "H", "H", "H", "H", "H", "H", "H", "H", "H", "H", "Cl", "Ca", "O", "H", "F", "P", "F", "F", "F", "F", "F", "Be", "C", "O", "N", "N", "H", "H", "H", "H", "O", "C", "O", "C", "C", "C", "H", "H", "H", "H", "H", "H", "O", "Cl", "O", "O", "O", "C", "O", "O", "O"], "positions_angstrom": [[1.35380, -3.48943, -3.94974], [0.07640, -2.59438, -3.60092], [0.63200, -1.10961, -3.43980], [-0.88175, 0.19243, -3.77501], [1.10767, -0.79199, -2.10668], [0.70286, -1.31392, -0.82403], [1.50234, -0.61693, 0.16899], [2.34313, 0.32560, -0.50917], [2.08627, 0.16409, -1.84669], [2.82257, 0.97633, -2.96220], [4.18574, 0.17744, -3.26260], [4.01390, -0.92051, -4.37124], [3.53632, -0.52251, -5.68357], [4.21974, -2.10750, -4.20808], [2.13021, -3.20515, -3.17213], [1.75146, -3.10745, -4.92602], [1.13180, -4.58089, -3.96028], [-0.45062, -2.93340, -2.66796], [-0.68854, -2.60417, -4.47407], [1.37908, -0.93658, -4.25181], [-0.07420, -2.10060, -0.65810], [1.48001, -0.75431, 1.27538], [3.00681, 0.99792, -0.10058], [2.15813, 1.07047, -3.86371], [3.08575, 2.01369, -2.53833], [4.48181, -0.36381, -2.31806], [4.94284, 0.95349, -3.56887], [2.77295, -1.15217, -5.95543], [3.19730, 0.44545, -5.66496], [0.15222, -4.31444, -6.45671], [-2.51634, -2.64383, -5.29460], [3.17202, 3.37962, -1.33931], [2.75044, 3.03874, -0.54409], [-0.37962, 5.24664, 2.21775], [0.94587, 4.93277, 1.32911], [1.29645, 4.30050, 2.79197], [2.44362, 5.54593, 1.34964], [1.62026, 3.58359, 0.71904], [0.75987, 6.47406, 0.74537], [-0.07752, 4.49805, 0.15267], [1.17462, 8.20979, 1.62157], [-2.40653, -2.65004, 1.91270], [-2.49145, -3.04291, 0.75029], [-2.28967, -1.34357, 2.24961], [-2.42429, -3.50328, 2.96982], [-2.21976, -1.01652, 3.19998], [-2.27320, -0.67400, 1.50025], [-2.51086, -4.48317, 2.76633], [-2.35746, -3.20752, 3.92680], [-0.97912, -0.17087, 4.91531], [-0.25523, 0.60480, 5.47950], [0.54670, 0.26281, 6.51933], [1.19231, 1.43940, 7.03061], [1.15820, 2.43772, 5.89353], [-0.13316, 2.07680, 5.18494], [0.63805, 1.78718, 7.90711], [2.21135, 1.19585, 7.33196], [1.20099, 3.47330, 6.22815], [2.00357, 2.26661, 5.22353], [-0.99266, 2.59733, 5.61281], [-0.06892, 2.25852, 4.11538], [-7.26436, -1.97714, -2.46061], [-6.92296, -1.00171, -3.46368], [-6.02243, -1.61460, -4.43793], [-6.25660, 0.12105, -2.85130], [-8.11264, -0.55678, -4.14135], [-5.60339, -2.45901, 4.14279], [-6.14846, -3.55626, 4.21217], [-4.56288, -2.12896, 4.76073], [-6.00281, -1.49806, 3.44455]], "mulliken_charge": [-1.23, 0.42, -0.03, -0.21, 0.81, -0.17, -0.77, 0.19, -0.46, -0.38, -0.50, 0.39, -0.56, -0.54, 0.36, 0.31, 0.39, 0.60, -1.22, 0.09, 0.32, 0.46, 0.39, 0.40, 0.15, 0.29, 0.45, 0.31, 0.35, -0.61, 1.81, -1.05, 0.20, -0.31, 0.82, -0.28, -0.28, -0.24, -0.33, -0.33, 0.13, 0.63, -0.73, -0.22, -0.35, 0.19, 0.19, 0.21, 0.18, -0.60, 0.47, -0.35, -0.45, -0.44, -0.28, 0.25, 0.31, 0.37, 0.23, 0.28, 0.14, -0.62, 1.61, -0.69, -0.64, -0.62, 0.87, -0.44, -0.37, -0.30]}



No. 3
{"formula": "C15H26ClO2P2SeTi", "method": "ωB97M-V with the def2-TZVPD basis set", "gap_ha": [0.234, 0.245], "largest_force_ev_per_a": 10.1, "multiplicity": 2, "charge": 2, "e_homo_ev": [-14.65, -14.66], "species": ["C", "C", "H", "H", "H", "O", "Cl", "Ti", "P", "C", "C", "H", "H", "H", "H", "H", "H", "C", "H", "H", "H", "P", "C", "C", "H", "H", "H", "C", "H", "H", "H", "H", "H", "H", "C", "O", "Se", "C", "C", "C", "C", "C", "C", "H", "H", "H", "H", "H"], "positions_angstrom": [[-2.23174, -2.85305, 0.73403], [-1.28266, -1.77547, 0.54895], [-3.03116, -2.77080, 1.48421], [-1.57787, -3.71344, 1.00190], [-2.66241, -3.04898, -0.26548], [-1.05473, -0.70590, 1.11308], [0.12324, -2.14792, -0.62745], [0.60487, 0.55554, -0.34951], [1.85924, -0.48282, 1.56124], [1.86319, 0.52607, 3.07436], [1.52626, -2.14557, 2.26380], [2.38040, -2.43290, 2.89381], [4.15711, -1.08864, 1.88070], [1.40698, -2.89212, 1.47001], [3.66763, -1.22401, 0.13726], [0.84850, 0.51591, 3.50245], [0.61709, -2.13254, 2.88115], [3.60551, -0.61152, 1.05146], [2.58358, 0.08450, 3.78229], [3.98973, 0.39847, 0.84115], [2.14964, 1.55599, 2.82124], [-1.49468, 0.72598, -1.77639], [-2.49884, 2.23043, -1.51211], [-0.96367, 0.92017, -3.51978], [-2.37320, -1.52313, -2.19166], [-3.48583, -0.24452, -2.76020], [-3.38998, -0.63546, -1.02026], [-2.80699, -0.54538, -1.94735], [-0.41183, 0.02256, -3.83258], [-1.85632, 1.05515, -4.15200], [-3.26150, 2.30780, -2.30441], [-1.84980, 3.11628, -1.53320], [-0.30103, 1.79184, -3.59936], [-2.99180, 2.16638, -0.53182], [-0.10276, 1.93206, 0.83794], [-0.53701, 2.74943, 1.58949], [2.26092, 1.16246, -1.91250], [2.68293, 2.89518, -1.12625], [3.99124, 3.14866, -0.70568], [4.29974, 4.36093, -0.12470], [3.31809, 5.33561, 0.06325], [1.99926, 5.06940, -0.31481], [1.66298, 3.85238, -0.93620], [4.72244, 2.36746, -0.85148], [5.29660, 4.57196, 0.17487], [3.54663, 6.29363, 0.50094], [1.20283, 5.80563, -0.15567], [0.62580, 3.61913, -1.25678]], "mulliken_spin": [0.00, 0.00, 0.00, 0.00, 0.00, -0.01, 0.00, 0.99, -0.03, 0.01, 0.00, 0.00, 0.00, 0.00, 0.00, 0.00, 0.00, 0.00, 0.00, 0.00, 0.00, -0.05, 0.02, 0.01, 0.00, 0.00, 0.00, 0.00, 0.00, 0.00, 0.00, 0.00, 0.00, 0.00, 0.05, 0.10, -0.08, 0.00, 0.00, 0.00, -0.01, 0.01, -0.01, 0.00, 0.00, 0.00, 0.00, 0.00]}



No. 4
{"formula": "C15H26FeN8OS2", "method": "ωB97M-V with the def2-TZVPD basis set", "gap_ha": [0.250, 0.275], "largest_force_ev_per_a": 2.6, "multiplicity": 2, "charge": 1, "e_homo_ev": [-11.15, -11.11], "e_above_lowest_ev": 1.0616, "species": ["Fe", "C", "C", "N", "C", "S", "N", "N", "C", "C", "C", "C", "C", "C", "C", "N", "H", "H", "H", "H", "H", "H", "H", "H", "H", "H", "H", "H", "H", "O", "S", "N", "C", "N", "C", "C", "N", "N", "C", "C", "H", "H", "H", "H", "H", "H", "H", "H", "H", "H", "H", "H", "H"], "positions_angstrom": [[-1.04170, -0.28326, -0.80066], [0.47756, -5.34825, 0.48707], [-0.90134, -5.07359, 1.07354], [-0.99319, -3.78317, 1.75929], [-1.26013, -2.60284, 1.18497], [-1.24153, -2.49780, -0.56677], [-1.55394, -1.59104, 1.94679], [-1.73345, -0.44679, 1.23233], [-2.30475, 0.53306, 1.82875], [-2.77057, 0.45841, 3.24350], [-2.52262, 1.70244, 0.97309], [-2.95722, 2.93174, 1.43500], [-3.19895, 3.94719, 0.52024], [-3.01325, 3.69958, -0.82822], [-2.53676, 2.45496, -1.20571], [-2.28342, 1.48706, -0.32679], [0.49594, -6.34757, 0.05085], [0.71171, -4.63209, -0.29965], [1.24703, -5.29186, 1.25781], [-1.65406, -5.09840, 0.28479], [-1.15435, -5.83978, 1.80349], [-1.02667, -3.77519, 2.76692], [-3.20183, -0.52298, 3.42720], [-1.92396, 0.56852, 3.92479], [-3.50950, 1.22332, 3.46637], [-3.10322, 3.10069, 2.49171], [-3.53977, 4.91626, 0.85944], [-3.21543, 4.45379, -1.57470], [-2.34745, 2.21367, -2.24347], [0.16547, 1.04957, -4.22398], [-0.77735, -0.02017, -3.95044], [-1.36588, -0.11863, -2.60176], [2.73273, 2.15892, -2.33131], [1.90383, 1.80253, -1.17334], [0.66357, 2.54780, -1.10500], [1.94861, 0.53976, -0.67574], [0.86978, -0.17060, -0.38884], [3.18018, 0.03883, -0.42713], [3.35921, -1.37293, -0.12462], [4.31314, 0.88952, -0.07820], [2.12328, 2.13767, -3.23478], [3.54999, 1.45524, -2.45147], [3.13779, 3.16255, -2.19916], [0.89736, 3.60810, -1.20040], [0.18563, 2.37616, -0.14321], [-0.01486, 2.27153, -1.91238], [1.10366, -0.99769, 0.14344], [3.19919, -1.58685, 0.93745], [4.37978, -1.65237, -0.37771], [2.68239, -1.98126, -0.72268], [4.01185, 1.93104, -0.04941], [5.12912, 0.76912, -0.79200], [4.67838, 0.60605, 0.91073]], "mulliken_spin": [1.08, 0.00, 0.00, 0.00, 0.01, -0.05, 0.00, 0.00, -0.03, 0.00, 0.01, -0.01, 0.00, 0.00, 0.00, 0.01, 0.00, 0.00, 0.00, 0.00, 0.00, 0.00, 0.00, 0.00, 0.00, 0.00, 0.00, 0.00, 0.00, 0.01, 0.00, 0.01, 0.00, 0.00, 0.00, 0.01, -0.05, 0.00, 0.00, 0.00, 0.00, 0.00, 0.00, 0.00, 0.00, 0.00, -0.01, 0.00, 0.00, 0.00, 0.00, 0.00, 0.00]}